26
Properties=species:S:1:pos:R:3 method="wB97M-V/def2-TZVPD" gap_ev=9.56 e_homo_ev=-10.1 smiles="CC1(C)C[C@H]2C=C([N+](=O)[O-])[C@@H](F)N=C2O1"
C -2.7049 0.5342 0.9044
C -0.9788 -0.9922 -0.0301
O -0.9343 1.3418 -0.4009
H -0.6532 -1.4872 -0.9697
O 4.7277 -0.4427 0.3538
H -1.9087 0.6463 1.5787
O 3.8359 -2.1684 -0.5608
F 3.4844 1.7483 -0.4916
C 2.5652 -0.4151 0.1898
C 1.4448 -1.1381 0.3306
C 0.1622 -0.3948 0.6480
N 1.2990 1.7526 -0.0275
H -1.4836 -1.6833 0.5541
H 0.0076 -0.2194 1.7735
N 3.7634 -1.0582 -0.0321
H -2.3004 1.0576 -2.2207
H 1.4318 -2.2384 0.1778
H -2.4964 -0.7823 -2.0257
C 0.2650 1.0091 0.0224
C 2.5155 1.2141 0.3186
H -3.7078 0.4791 -1.4216
C -1.8724 0.2389 -0.3527
H -3.2867 1.4379 0.8531
C -2.6548 0.2773 -1.5774
H -3.3391 -0.3078 1.0602
H 2.8188 1.5908 1.3457

=====

102
Properties=species:S:1:pos:R:3 method="wB97M-V/def2-TZVPD" gap_ev="5.86 / 5.87" e_homo_ev="-12.7 / -12.8" charge=+2 multiplicity=2
C 1.4172 -5.8990 3.2607
H -5.4350 -4.5904 -3.6568
H -3.1933 -2.1539 -4.6967
H -5.3128 -3.2294 -4.7781
C -4.8794 1.8703 1.4717
N 5.5449 0.5401 -2.6303
C 4.0029 4.7972 3.2733
H 5.4784 -1.3444 0.4117
C -4.5214 1.3699 0.2269
N 1.9324 3.7888 1.7505
C 3.8402 -0.7880 1.7012
C -4.0161 -3.2668 -1.6120
C 0.9784 -4.8354 2.2965
H 4.2149 -1.7317 -3.7670
H -1.9869 2.9848 3.8515
H -2.2240 7.1484 -1.5508
C 0.6759 3.0715 3.6879
H -1.4241 7.3233 0.7830
H 2.8497 4.0490 4.9587
C -3.8816 2.1859 2.3729
H 4.3883 0.1124 -5.0841
C 0.2983 -2.5485 1.8727
C 0.2777 -4.5206 -1.4247
C -1.8655 -2.1941 -1.5621
H 2.7538 -2.1709 -4.6217
O 1.9520 0.3027 -3.0095
C 2.9509 4.4177 1.1645
C 0.3903 -4.1549 0.0347
H 4.8218 5.1856 3.8639
C -4.1338 -3.0319 -2.9869
H -0.3974 -0.4377 -3.1340
C -0.7424 5.2960 0.8699
H 0.3150 -0.3869 1.7771
C 4.6305 -0.6910 0.5671
N 3.4255 -0.1997 -5.0312
H 1.7219 -6.8070 2.7445
H -5.9187 2.0141 1.7337
H 4.0567 -1.5113 2.4742
C 0.1282 -2.8607 0.5109
C 2.4346 -0.9286 -2.9294
C -5.3476 -3.5046 -3.7264
C -2.9077 -3.1782 0.5961
C -1.5277 2.2807 3.1555
C 1.9125 3.6861 3.0909
H 2.9475 1.8564 -0.8847
H 0.7603 -5.4786 -1.6083
C 0.8250 -5.1114 0.9415
C 5.0244 0.4130 -1.6128
H -0.7634 -4.6062 -1.7418
H 0.8148 -3.3150 3.7989
H -0.3899 5.3861 1.8894
H 0.7699 -3.7830 -2.0650
H 0.3318 -1.0513 3.4226
H -5.2570 1.1096 -0.5198
C 4.3027 0.2749 -0.3773
C 4.0048 4.9396 1.8950
C 2.9294 4.1653 3.8865
C -1.9944 -1.9052 -2.9452
H -4.1301 2.5741 3.3509
H -1.3405 -0.7074 -4.5985
N -0.9293 1.3275 0.3677
H 4.8075 5.4523 1.3845
H -2.1775 -3.9421 0.8639
C 3.2079 1.0973 -0.1562
C -1.6427 5.0939 -1.7518
H -1.9951 5.0110 -2.7722
H -2.6856 -2.2901 1.1903
N -2.2185 1.5371 0.8369
H 1.0581 -6.1059 0.5785
H 2.1136 0.0032 2.7035
C 3.2695 -1.3399 -4.1389
C -0.0621 -1.1909 2.4151
As -0.3193 -1.4817 -0.7363
C -0.5986 4.0903 0.1820
H 2.9007 4.5168 0.0872
N -0.2471 2.8028 2.7361
C -1.3234 6.3898 0.2442
H -0.9956 3.0523 -1.6697
O 2.2278 -1.6536 -1.9790
C -3.1142 -2.3471 -3.6333
C -2.9084 -2.8855 -0.8834
H -1.4052 1.3469 3.7236
H -4.8267 -3.7756 -1.1020
Ir 0.4119 2.5515 0.9273
N 2.4353 0.9850 0.9150
H 3.1012 -0.3939 -5.9674
C -1.7720 6.2931 -1.0670
C 2.7520 0.0589 1.8284
C -2.5393 2.0261 2.0643
H 2.3293 0.6343 -3.8801
H 0.6035 -6.1542 3.9418
H -2.8131 0.8370 -0.9933
C -0.9180 -1.1963 -3.7221
H 2.2517 -5.5523 3.8709
C -3.1921 1.2110 -0.0540
C -1.0746 3.9893 -1.1278
H -1.1482 -1.0681 2.4767
H -6.2530 -3.0830 -3.2868
O 0.5233 2.9206 4.8836
H -3.8903 -3.5356 0.8971
C 0.7099 -3.5434 2.7434
H -0.1658 -1.9086 -4.0723

=====

21
Properties=species:S:1:pos:R:3 method="wB97M-V/def2-TZVPD" gap_ev=9.63 e_homo_ev=-9.9
H 0.3915 -2.4542 -1.1306
H -1.8621 -0.6288 -1.8827
C -0.7382 -0.7234 -1.5888
S 1.2790 -0.4083 0.4435
C -1.7824 -0.5826 1.4836
O 0.9744 -0.3352 1.8617
H 3.3933 0.2134 -0.1919
O -2.2281 0.4984 1.9765
N -0.5622 1.2383 -0.0442
C 2.5554 0.8393 0.1321
H -2.2237 -1.1024 0.5637
O 1.7505 -1.6466 -0.0846
H -0.9344 -1.1417 1.8861
O -1.7461 1.7559 -0.3663
O 0.1756 1.8968 0.6313
H 2.3391 1.4064 -0.7893
O -0.4841 -2.1335 -1.5486
H -2.2200 2.0584 0.4593
H -0.2692 -0.2266 -2.4834
H 2.4658 1.4148 1.0857
C -0.2740 0.0616 -0.4131

=====

9
Properties=species:S:1:pos:R:3 method="wB97M-V/def2-TZVPD" gap_ev=7.76 e_homo_ev=-8.9
H -0.0442 1.0682 0.4678
H 1.7705 -0.9415 0.0517
C 1.6059 0.1709 -0.0748
O 0.5308 0.3371 0.7977
H 2.4173 0.6595 0.3801
Cl -2.0888 -1.9851 0.2068
I -2.6910 1.0073 -0.0463
C -2.7442 -0.8879 -0.7876
H 1.2438 0.5715 -0.9954

=====

31
Properties=species:S:1:pos:R:3 method="wB97M-V/def2-TZVPD" gap_ev=9.21 e_homo_ev=-8.6 smiles="Cc1ccc(CC(=O)Nc2nccs2)cc1C"
H -3.1946 0.8345 -2.2369
C -0.2502 -1.4630 -1.1764
C 1.1189 -1.3597 -1.3428
S -1.4659 2.9058 -1.6471
C -2.0430 1.5180 -0.7147
H -0.8711 -1.7772 -2.0032
C 1.3706 -0.6741 0.9414
H -0.1667 4.3975 -0.2057
H 3.9576 -1.5135 0.1714
H -2.6274 -2.2869 0.3922
O -3.7949 -1.3983 -1.6636
C -0.9410 2.6198 0.8188
C 2.2257 -0.2429 2.0938
H -0.4447 -0.5494 2.0552
N -2.7914 0.5684 -1.3456
H 1.6187 -0.0637 2.9774
C -2.3214 -1.2491 0.2367
C -3.0475 -0.7417 -0.9799
H 1.5546 -1.5903 -2.3047
H 3.6913 -1.1063 -1.5272
H 2.9657 -1.0068 2.3303
C -0.0028 -0.7815 1.0973
H -2.6136 -0.6538 1.1023
C 1.9437 -0.9626 -0.3006
H 2.7632 0.6733 1.8503
C 3.4233 -0.8477 -0.5059
C -0.7140 3.4779 -0.2037
C -0.8270 -1.1649 0.0496
H 3.7618 0.1685 -0.3053
N -1.6915 1.5326 0.5201
H -0.5865 2.7372 1.8261

=====

16
Properties=species:S:1:pos:R:3 method="wB97M-V/def2-TZVPD" gap_ev=7.92 e_homo_ev=-3.6 charge=-1
H -1.4764 -1.1941 -2.3539
O 0.2838 -1.1246 -1.2860
C -0.3912 -1.3565 -2.4742
N 1.6807 0.6042 1.1397
C -0.7935 0.2553 1.4481
H -0.5742 -0.4919 -0.5029
H -0.4906 -0.7007 1.9047
H -0.2267 -2.3872 -2.8321
H 0.4811 1.6412 2.4970
H 0.1269 2.0461 0.7935
H -1.5692 0.6971 2.0897
C 0.3994 1.2316 1.4808
H 2.3681 1.3342 0.9712
H -0.0533 -0.6880 -3.2907
H 1.5678 0.1089 0.2494
O -1.3325 0.0244 0.1655

=====

The F_max results, record by record, are as follows: 0.080; 0.021; 0.083; 0.057; 0.025; 0.017 Eh/bohr.
The E_tot results, record by record, are as follows: -784.4906; -4652.8453; -1061.9568; -911.5728; -1086.7467; -325.5299 Ha.
The relative energy (zero: lowest compared OMol25 entry of this formula, charge and spin) results, record by record, are as follows: 2.906; 4.155; 6.108; 3.000; 0.013; 0.674 eV.